ORCA calculation (wB97M-V/def2-TZVPD) on C4H9NS in the gas phase.

Calculated values
Total energy: -610.72317 Ha
Energy above the lowest of the compared OMol25 structures with the same formula, charge and spin: 0.830 eV
Molecular weight: 103.19 g mol⁻¹
Gap between HOMO and LUMO: 9.5 eV
SMILES: CC1(N)CSC1

Atoms and positions in Å:
C 0.97842 0.95742 -1.45674
C 0.62280 0.18187 -0.25341
N 1.86006 -0.19265 0.34982
C -0.27781 -1.04496 -0.56293
S -1.56974 -0.49110 0.66420
C -0.38567 0.89953 0.72367
H 0.16309 1.03189 -2.14230
H 1.44506 1.91270 -1.22376
H 1.74225 0.37433 -2.04579
H 2.65739 0.42850 0.18756
H 1.80818 -0.34910 1.34379
H 0.19759 -1.98247 -0.28379
H -0.73009 -1.06006 -1.55238
H -0.85901 1.80434 0.25572
H 0.04452 1.08289 1.68141

***

ORCA calculation (wB97M-V/def2-TZVPD) on 8 unconnected molecules or ions with the total composition C33H54F9N3O23PS.

Calculated values
Net charge: +1
Total energy: -4822.61434 Ha
Molecular weight: 1094.82 g mol⁻¹
Gap between HOMO and LUMO: 6.0 eV

Atoms and positions in Å:
C 5.22883 -1.65776 -2.08552
N 4.76288 -0.29515 -1.77892
C 3.56907 0.13803 -1.91183
C 2.37768 -0.67882 -2.37405
F 2.57661 -1.98285 -2.12190
F 2.32153 -0.53140 -3.71429
C 0.98651 -0.30640 -1.75181
F 0.23239 -1.41662 -1.86844
F 1.11326 -0.06226 -0.43040
C 0.21295 0.82195 -2.50435
F 1.03207 1.75716 -3.01485
F -0.43251 0.24209 -3.52932
C -0.86715 1.50894 -1.62069
F -1.60136 0.57067 -1.00597
F -0.28831 2.28819 -0.69302
F -1.64980 2.24011 -2.41544
C 3.51675 1.61805 -1.61782
O 2.57171 2.11179 -0.68748
C 2.83189 1.85548 0.56347
N 3.04143 1.72560 1.68921
C 5.00177 2.05336 -1.55981
P 5.39656 3.59460 -0.57433
N 6.22799 4.66386 -1.35913
C 5.70276 0.71339 -1.23200
S 5.85940 0.28972 0.56779
C 7.12912 0.70926 -1.80128
C 8.14760 1.40832 -0.88993
O 8.57204 2.49823 -1.14138
H 5.25339 -2.25744 -1.19000
H 4.61736 -2.10619 -2.84359
H 6.22846 -1.61998 -2.48593
H 3.15866 2.05605 -2.54689
H 5.23049 2.33785 -2.57690
H 6.01107 3.17632 0.62374
H 4.13181 4.11520 -0.23494
H 6.48044 4.34316 -2.28516
H 5.02131 -0.75331 0.64001
H 7.15193 1.25486 -2.73684
H 7.53892 -0.27732 -1.99147
H 8.48733 0.83803 -0.01659
C -0.85214 1.96969 -6.01680
O -1.48631 1.47352 -7.19082
C -0.69525 1.46204 -8.26454
O 0.45619 1.80854 -8.28665
O -1.39510 0.99739 -9.28934
C -0.66934 0.92858 -10.52085
H -1.58737 1.92217 -5.22014
H 0.00383 1.35134 -5.75695
H -0.53967 3.00356 -6.15613
H 0.18206 0.25778 -10.42739
H -0.33644 1.91825 -10.82537
H -1.35884 0.53592 -11.26111
C 0.06185 3.57197 2.35443
O -0.52756 4.86374 2.45570
C 0.34894 5.83396 2.72041
O 1.53546 5.68690 2.84763
O -0.31409 6.97838 2.80594
C 0.50460 8.11773 3.08783
H -0.74106 2.87618 2.12618
H 0.79530 3.55208 1.54983
H 0.53069 3.28362 3.29299
H 1.23715 8.26862 2.29775
H 1.00447 8.00251 4.04694
H -0.16327 8.97208 3.12908
C -6.51536 -2.86680 3.06866
O -5.29392 -2.91565 2.32113
C -4.66759 -1.75164 2.22124
O -5.02547 -0.70601 2.68925
O -3.55570 -1.93834 1.50293
C -2.78492 -0.75479 1.31901
H -6.91991 -3.87367 3.07500
H -6.32724 -2.55218 4.09244
H -7.22897 -2.19732 2.59383
H -2.45214 -0.35991 2.27840
H -3.35805 -0.00180 0.78338
H -1.92083 -1.04026 0.73072
C 8.20547 7.69722 1.78972
O 9.09665 7.64657 0.67565
C 9.57258 6.43491 0.40783
O 9.31522 5.42619 1.01138
O 10.38035 6.53218 -0.64367
C 10.97352 5.29627 -1.04008
H 7.89969 8.73381 1.89157
H 7.32860 7.07846 1.60825
H 8.70851 7.37774 2.70010
H 10.20498 4.57675 -1.31538
H 11.59674 4.89413 -0.24343
H 11.59258 5.50837 -1.90675
C 8.14690 -4.33422 -5.36043
O 7.11863 -3.77177 -6.18523
C 6.28180 -2.96600 -5.56350
O 6.30933 -2.66944 -4.38979
O 5.38607 -2.52133 -6.44248
C 4.43721 -1.64393 -5.85533
H 8.74611 -4.96574 -6.00734
H 8.77280 -3.54967 -4.94097
H 7.71315 -4.93824 -4.56666
H 4.93119 -0.76589 -5.43747
H 3.87617 -2.16864 -5.08225
H 3.75206 -1.32803 -6.63608
C -6.67617 -3.29832 7.61822
O -7.77623 -3.60672 6.76110
C -8.86276 -4.03909 7.40417
O -8.96444 -4.17678 8.59181
O -9.80405 -4.28860 6.50055
C -11.03757 -4.76276 7.05230
H -5.86856 -2.96224 6.97387
H -6.93934 -2.50160 8.31076
H -6.35590 -4.18180 8.16665
H -11.46847 -4.02132 7.72154
H -10.88607 -5.70161 7.57999
H -11.71313 -4.92854 6.21908
C -14.04304 -8.97169 7.93124
O -14.79723 -9.11705 6.72648
C -14.73587 -8.06792 5.91250
O -14.11863 -7.05574 6.11181
O -15.47601 -8.33163 4.84006
C -15.50385 -7.28121 3.87232
H -14.18231 -9.88994 8.49319
H -12.98579 -8.84080 7.70917
H -14.41063 -8.13088 8.51583
H -14.50399 -7.08322 3.49127
H -15.92818 -6.37540 4.30043
H -16.13693 -7.62781 3.06141

***

ORCA calculation (wB97M-V/def2-TZVPD) on C20H24N4O3 in the gas phase.

Calculated values
Total energy: -1221.21600 Ha
Energy above the lowest of the compared OMol25 structures with the same formula, charge and spin: 4.564 eV
Molecular weight: 368.44 g mol⁻¹
Gap between HOMO and LUMO: 9.2 eV
SMILES: CCN(CCn1cccn1)C(=O)c1cc(COc2cc(C)ccc2C)on1

Atoms and positions in Å:
C -6.47514 -1.53845 0.47748
C -5.63429 -0.52290 -0.28973
N -4.27884 -0.45787 0.22955
C -4.03472 0.44983 1.32383
C -3.74026 1.87747 0.81441
N -2.60140 1.88599 -0.05509
C -2.58960 1.70381 -1.39299
C -1.27172 1.69892 -1.78227
C -0.55409 1.87496 -0.59070
N -1.36997 1.98259 0.43854
C -3.32180 -1.16353 -0.41635
O -3.56198 -1.82421 -1.41351
C -1.92938 -1.13706 0.10638
C -0.78239 -1.30556 -0.71087
C 0.25368 -1.30537 0.17847
C 1.72754 -1.44329 -0.00106
O 2.30536 -0.15763 0.05612
C 3.67380 -0.06524 0.05632
C 4.52700 -1.13787 -0.14756
C 5.90827 -0.96558 -0.14038
C 6.80211 -2.14911 -0.35969
C 6.42286 0.30027 0.07655
C 5.57075 1.37341 0.28211
C 4.19706 1.21783 0.27754
C 3.27352 2.37581 0.49308
O -0.23380 -1.16450 1.41928
N -1.57237 -1.06000 1.36648
H -7.48242 -1.56745 0.07117
H -6.03208 -2.52617 0.38445
H -6.53175 -1.28041 1.53273
H -6.08644 0.47036 -0.22711
H -5.57030 -0.82325 -1.33827
H -3.18334 0.09431 1.90459
H -4.91924 0.47420 1.96330
H -4.59929 2.27625 0.26787
H -3.52021 2.51974 1.66943
H -3.49388 1.60287 -1.95882
H -0.88111 1.58720 -2.77251
H 0.50620 1.91271 -0.44727
H -0.76128 -1.40508 -1.77414
H 1.92247 -1.91566 -0.97370
H 2.12735 -2.07674 0.80374
H 4.13758 -2.12966 -0.32119
H 6.68734 -2.86641 0.45268
H 6.54579 -2.65541 -1.28932
H 7.84419 -1.84419 -0.40536
H 7.49177 0.45368 0.08731
H 5.98460 2.35663 0.45365
H 2.46997 2.09731 1.17194
H 3.81221 3.22689 0.90165
H 2.82165 2.67551 -0.45278

***

ORCA calculation (wB97M-V/def2-TZVPD) on a molecular structure, C31H36N3O6S6Si2TeTm.

Calculated values
Net charge: -2
Total energy: -6140.20930 Ha
Energy above the lowest of the compared OMol25 structures with the same formula, charge and spin: 1.932 eV
Molecular weight: 1091.75 g mol⁻¹
Gap between HOMO and LUMO (spin up / spin down): 5.7 / 5.7 eV
Multiplicity: 3

Atoms and positions in Å:
Tm -1.89778 -0.05789 1.34661
O -0.13673 -0.39672 2.96679
S 1.26450 -0.36706 3.46701
O 1.50540 -1.06554 4.73908
O 2.19615 -0.69060 2.43515
C 1.42992 1.45008 3.89811
C 2.14740 1.63206 5.10228
C 2.48082 2.91207 5.51420
C 1.97079 4.00366 4.84011
C 1.12732 3.82941 3.71343
C 0.83031 2.49017 3.18471
S -0.27484 2.48289 1.73071
O -0.01096 1.41059 0.75634
O -0.06628 3.74474 1.11789
O -1.61634 2.18706 2.28135
H 2.51209 0.74193 5.56790
H 3.08188 2.97784 6.42990
H 2.20443 5.01526 5.03757
H 0.79401 4.64627 3.15564
S -1.33312 -2.79694 2.21783
C -2.67398 -3.64482 1.59300
C -2.52327 -4.97055 1.16885
C -3.64033 -5.72254 0.69517
C -3.52086 -7.08787 0.22828
N -3.48347 -8.17486 -0.02454
C -4.96051 -5.13679 0.73538
C -5.05880 -3.82678 1.15522
C -3.97230 -3.09368 1.48281
S -4.28083 -1.38900 1.74860
C -6.05967 -5.91578 0.38517
N -6.97720 -6.51901 -0.02062
H -1.59392 -5.53569 1.09648
H -6.08980 -3.34047 1.20434
C 1.98807 2.10747 -5.33155
Si 1.25616 0.53931 -4.58291
C -0.37474 0.86270 -3.64656
C 1.02912 -0.83192 -5.84748
C 2.61105 -0.15283 -3.51760
Te 2.40928 0.49082 -1.50104
C 3.64305 -1.04726 -0.56111
Si 5.01074 -0.25414 0.43623
C 5.64004 -1.53701 1.57304
C 6.27420 -0.18611 -1.01933
C 4.65598 1.35866 1.24271
H 2.15909 2.76912 -4.48819
H 1.30276 2.57965 -6.14441
H 2.96827 1.72758 -5.65005
H -1.19067 1.03637 -4.32949
H -0.38354 1.81642 -3.01491
H -0.65570 0.06164 -2.97489
H 0.22729 -0.58103 -6.56859
H 0.56649 -1.66324 -5.30533
H 1.93086 -1.19816 -6.34219
H 3.51894 0.27314 -3.84591
H 2.61983 -1.26163 -3.54466
H 4.03019 -1.57403 -1.42953
H 2.92934 -1.82088 -0.12100
H 5.97076 -2.37149 0.91477
H 4.95435 -1.88672 2.32168
H 6.56061 -1.21213 2.15961
H 6.62357 -1.21816 -1.10485
H 7.23050 0.36096 -0.92683
H 5.83112 0.19690 -1.95748
H 5.54865 1.53638 1.89654
H 3.75951 1.42830 1.87476
H 4.69702 2.15489 0.49502
S -0.24004 -2.81579 -2.34042
C -1.88079 -2.55980 -2.65376
C -2.36593 -1.76369 -1.72813
N -1.50135 -1.28159 -0.77421
C -0.30616 -1.78547 -0.94847
H -2.39890 -2.98115 -3.42434
H -3.34881 -1.41505 -1.78287
H 0.47320 -1.52633 -0.29137
S -3.01516 1.27532 -0.66484
C -4.01047 2.56016 0.01351
C -5.43368 2.43995 0.06299
C -6.15618 3.56536 0.39588
C -5.56272 4.82773 0.74817
C -4.21250 4.90177 0.59113
C -3.42254 3.80907 0.25830
H -6.00438 1.56042 -0.17449
H -7.21403 3.53143 0.35394
H -6.12733 5.69536 1.11543
H -3.63107 5.74100 0.86792
H -2.35741 3.92630 0.26637

***

For reference, max |F| by record: 0.043 0.043 0.022 0.105 hartree/bohr.